35
Properties=species:S:1:pos:R:3 method="wB97M-V/def2-TZVPD" e_tot_ev=-66083.02337 e_above_lowest_ev=0.644 charge=+2 s2=12.725 spin_multiplicity=7 homo_lumo_gap_ev="7.02 / 7.46"
C 0.890 1.575 -1.461
I -1.351 -0.172 -1.955
H 1.006 0.656 -0.859
H 0.426 2.239 -0.717
H 1.941 1.818 -1.717
Tb -0.377 -0.882 1.888
P 1.794 -1.654 -0.656
C 1.679 -1.827 -2.456
C 3.615 -1.676 -0.662
H 1.453 -3.573 0.820
H 2.259 -3.998 -0.735
H 0.484 -3.696 -0.684
C 1.456 -3.414 -0.265
H 4.003 -1.541 0.343
H 3.946 -2.633 -1.073
H 2.396 -2.586 -2.764
H 1.918 -0.900 -2.966
H 3.994 -0.871 -1.292
H 0.686 -2.130 -2.768
C 0.099 1.252 -2.681
O 0.297 1.504 -3.837
Cl 1.309 -1.143 3.633
C -3.489 1.645 2.339
C -3.153 2.545 1.165
C -1.784 2.168 0.709
O -1.337 1.027 1.558
C -2.158 0.980 2.771
H -3.912 2.205 3.180
H -4.189 0.836 2.098
H -3.190 3.572 1.479
H -3.882 2.448 0.383
H -1.799 1.783 -0.295
H -1.046 2.955 0.776
H -1.688 1.577 3.566
H -2.296 -0.091 3.132

=====

41
Properties=species:S:1:pos:R:3 method="wB97M-V/def2-TZVPD" e_tot_ev=-43023.88110 spin_multiplicity=1 smiles="C[C@H](Cl)COC(=O)OC[C@@H](O)CN.C[N+](=O)[O-].C[N+](=O)[O-]" homo_lumo_gap_ev=8.83
C -4.307 -1.514 0.726
C -3.240 -2.236 1.536
Cl -3.272 -1.480 3.174
C -1.854 -2.013 0.848
O -1.129 -0.977 1.492
C -0.109 -0.534 0.809
O -0.004 -0.576 -0.359
O 0.784 -0.007 1.615
C 1.168 1.325 1.240
C 0.018 2.293 1.137
O -0.504 2.589 2.421
C 0.519 3.608 0.497
N -0.555 4.406 -0.076
H -4.571 -2.084 -0.149
H -5.168 -1.353 1.351
H -3.903 -0.550 0.459
H -3.445 -3.284 1.646
H -2.071 -1.772 -0.179
H -1.301 -2.941 0.889
H 1.796 1.684 2.039
H 1.783 1.347 0.357
H -0.790 1.950 0.494
H -1.451 2.443 2.434
H 1.180 3.331 -0.307
H 1.047 4.147 1.274
H -1.447 4.243 0.363
H -0.602 4.280 -1.072
C 4.072 1.028 -2.596
N 3.819 2.322 -1.902
O 2.872 2.372 -1.133
O 4.571 3.236 -2.149
H 3.323 0.313 -2.276
H 4.007 1.214 -3.663
H 5.070 0.702 -2.320
C 0.951 -3.444 -1.115
N -0.015 -4.546 -1.387
O -1.038 -4.265 -1.983
O 0.285 -5.652 -0.985
H 0.554 -2.524 -1.523
H 1.068 -3.373 -0.038
H 1.892 -3.710 -1.589

=====

34
Properties=species:S:1:pos:R:3 method="wB97M-V/def2-TZVPD" e_tot_ev=-19447.58368 charge=-1 spin_multiplicity=1 homo_lumo_gap_ev=3.41
C 5.452 -1.927 0.683
C 4.471 -0.742 0.688
N 3.152 -1.120 0.204
N 2.178 -0.169 0.746
C 0.935 -0.570 0.190
C 0.400 -1.983 0.598
C -1.046 -2.000 1.045
F -1.174 -1.904 2.459
H 4.989 -2.765 0.160
H 6.399 -1.693 0.185
H 5.692 -2.264 1.694
H 4.911 0.099 0.127
H 4.295 -0.373 1.698
H 3.158 -0.982 -0.820
H 0.942 -0.564 -0.933
H 0.200 0.180 0.513
H 1.035 -2.340 1.411
H 0.495 -2.697 -0.227
H -1.597 -1.143 0.648
H -1.579 -2.914 0.763
O -1.071 0.959 -2.438
C -1.849 1.549 -1.746
O -2.312 0.953 -0.625
C -3.100 1.632 0.351
C -4.577 1.611 0.012
C -2.379 2.914 -2.141
H -2.732 2.648 0.505
H -2.910 1.081 1.271
H -4.788 2.161 -0.906
H -5.152 2.063 0.821
H -4.913 0.582 -0.118
H -3.241 2.763 -2.793
H -1.600 3.411 -2.712
H -2.684 3.545 -1.311

=====

40
Properties=species:S:1:pos:R:3 method="wB97M-V/def2-TZVPD" e_tot_ev=-177029.18910 e_above_lowest_ev=0.000 charge=+3 spin_multiplicity=1 homo_lumo_gap_ev=7.45
Ti -0.300 0.193 -0.104
C 2.499 1.781 -2.220
C 2.127 1.819 -0.763
C 3.177 2.360 0.164
O 1.739 0.370 -0.303
C 0.744 2.387 -0.461
O 0.427 3.150 0.378
O -0.262 1.615 -1.138
H 3.427 1.224 -2.356
H 2.689 2.803 -2.555
H 1.716 1.353 -2.843
H 4.126 1.849 0.003
H 2.883 2.287 1.209
H 3.330 3.415 -0.071
H 2.522 -0.202 -0.339
C -3.467 1.369 -1.466
Se -2.847 -0.217 -0.503
C -2.935 -1.586 -1.906
C -1.966 -2.695 -1.571
Se -0.146 -1.956 -1.564
C 0.792 -3.332 -0.539
H -2.858 1.524 -2.351
H -3.393 2.206 -0.776
H -4.509 1.179 -1.712
H -2.725 -1.104 -2.861
H -3.961 -1.953 -1.908
H -1.970 -3.466 -2.343
H -2.155 -3.156 -0.602
H 0.357 -3.433 0.450
H 1.843 -3.058 -0.498
H 0.681 -4.248 -1.117
N 0.047 -1.602 4.677
N -0.115 -0.661 3.745
N -0.436 0.582 4.095
C -0.589 1.176 2.938
N -0.370 0.306 1.928
N -0.056 -0.885 2.480
H 0.195 -1.212 5.601
H 0.592 -2.401 4.381
H -0.850 2.218 2.821

=====

41
Properties=species:S:1:pos:R:3 method="wB97M-V/def2-TZVPD" e_tot_ev=-41743.02792 e_above_lowest_ev=0.000 charge=+2 spin_multiplicity=1 homo_lumo_gap_ev=8.69
Pb -11.461 -11.365 7.881
C -14.160 -15.068 10.707
C -14.123 -14.680 9.255
N -15.115 -14.936 8.428
N -14.648 -14.437 7.198
C -13.407 -13.946 7.278
S -12.602 -12.951 6.108
N -13.029 -14.127 8.586
N -12.021 -13.350 9.268
H -13.268 -14.710 11.238
H -14.211 -16.152 10.854
H -15.060 -14.577 11.165
H -15.183 -14.364 6.357
H -12.372 -13.155 10.230
H -11.147 -13.908 9.309
N -9.391 -10.103 6.819
C -8.405 -11.090 6.340
C -7.019 -10.528 6.142
C -6.890 -9.472 5.027
C -5.725 -9.687 4.026
N -5.473 -8.515 3.197
C -5.529 -8.535 1.830
N -4.503 -8.069 1.087
N -6.644 -9.032 1.254
C -8.398 -12.278 7.342
O -7.531 -13.118 7.384
O -9.432 -12.327 8.158
H -9.469 -9.344 6.101
H -8.961 -9.611 7.616
H -8.791 -11.488 5.403
H -6.372 -11.425 5.876
H -6.585 -10.123 7.087
H -6.782 -8.451 5.455
H -7.885 -9.395 4.489
H -5.945 -10.634 3.460
H -4.803 -9.901 4.508
H -4.828 -7.828 3.513
H -3.607 -7.742 1.514
H -4.466 -8.244 0.069
H -7.448 -9.273 1.807
H -6.769 -9.031 0.265

=====

33
Properties=species:S:1:pos:R:3 method="wB97M-V/def2-TZVPD" e_tot_ev=-26065.85026 e_above_lowest_ev=3.923 charge=+1 spin_multiplicity=1 smiles="CCCCCC(=S(=O)=O)[N+](C)(C)C" homo_lumo_gap_ev="7.43 / 7.69"
C -2.557 -3.787 -2.089
C -2.197 -2.906 -0.896
C -1.244 -1.843 -1.358
C -0.721 -1.011 -0.139
C 0.194 0.238 -0.695
C 1.153 0.722 0.361
S 2.790 -0.097 0.273
O 3.378 -0.245 1.587
O 2.722 -1.327 -0.462
N 1.054 2.026 1.050
C -0.389 2.332 1.244
C 1.732 2.079 2.355
C 1.525 3.144 0.176
H -1.690 -4.250 -2.529
H -3.214 -4.752 -1.709
H -3.114 -3.310 -2.817
H -3.154 -2.462 -0.502
H -1.803 -3.541 -0.141
H -1.640 -1.211 -2.119
H -0.404 -2.293 -1.809
H -1.413 -0.485 0.462
H -0.105 -1.488 0.579
H -0.512 0.831 -1.132
H 0.891 -0.189 -1.471
H -0.314 3.207 1.981
H -0.708 2.568 0.315
H -0.973 1.432 1.658
H 1.443 1.260 2.984
H 2.775 2.080 2.117
H 1.438 2.914 2.918
H 1.585 4.120 0.624
H 2.573 2.912 -0.201
H 0.900 3.333 -0.618

=====

35
Properties=species:S:1:pos:R:3 method="wB97M-V/def2-TZVPD" e_tot_ev=-23367.90421 s2=2.003 spin_multiplicity=3 homo_lumo_gap_ev="5.05 / 8.52"
O -1.694 -1.232 0.318
C -2.764 -1.177 1.235
C -3.353 0.210 1.381
O -3.721 0.695 0.116
C -3.856 2.091 0.071
H -2.450 -1.543 2.228
H -3.536 -1.859 0.854
H -2.625 0.895 1.856
H -4.232 0.153 2.050
H -4.188 2.362 -0.938
H -4.602 2.446 0.803
H -2.894 2.592 0.282
O 0.244 -0.007 -0.898
C 0.665 -0.759 0.213
C -0.449 -1.544 0.881
O 1.635 -1.702 -0.281
C 2.970 -1.236 -0.316
C 3.215 -0.018 -1.191
O 2.730 1.198 -0.633
C 3.601 1.808 0.306
Pd 0.694 1.807 -1.026
H 1.088 -0.034 0.926
H -0.406 -1.332 1.962
H -0.237 -2.619 0.753
H 3.565 -2.069 -0.712
H 3.310 -1.029 0.712
H 2.715 -0.144 -2.160
H 4.296 0.079 -1.375
H 3.042 2.622 0.784
H 3.920 1.091 1.076
H 4.485 2.220 -0.206
C -0.172 -0.851 -2.059
H -1.160 -0.474 -2.355
H 0.499 -0.753 -2.921
H -0.332 -1.886 -1.736

=====

31
Properties=species:S:1:pos:R:3 method="wB97M-V/def2-TZVPD" e_tot_ev=-22536.99036 spin_multiplicity=1 homo_lumo_gap_ev=9.49
C 1.779 1.006 0.841
C -1.002 -2.319 2.166
C -1.160 0.109 3.015
C -2.597 -0.872 1.163
C -0.367 0.415 -2.583
C 1.493 1.837 -2.002
C 1.630 -0.785 -1.805
C -1.413 -0.900 2.228
C 0.817 0.478 -1.652
O -0.593 1.914 0.296
S 0.096 0.623 0.050
H 1.531 0.632 1.893
H 2.040 2.080 0.818
H -1.783 -2.993 2.372
H -0.735 -2.589 1.148
H -0.141 -2.527 2.855
H -0.362 0.192 3.823
H -1.567 1.042 2.628
H 2.489 0.361 0.319
H -3.363 -1.682 1.264
H -3.171 -0.040 1.399
H -2.273 -0.515 0.138
H -1.085 -0.418 -2.226
H -0.865 1.414 -2.785
H -0.098 -0.015 -3.556
H 1.717 1.905 -2.996
H 2.482 2.030 -1.538
H 0.912 2.699 -1.724
H 0.986 -1.594 -2.178
H 2.458 -0.563 -2.506
H 2.144 -0.923 -0.865